DFT (the ωB97M-V functional and the def2-TZVPD basis) results for a structure of composition C13H32NO12S3.

Last column: Löwdin charge in e.
CARTESIAN COORDINATES (ANGSTROEM)
C  -2.9259  -5.9841  -1.0451  -0.153
S  -1.4830  -5.0514  -0.5497  0.572
O  -0.4136  -5.9908  -0.3304  -0.347
O  -1.8675  -4.1474  0.5022  -0.353
S  -1.0218  -3.9172  -2.3707  0.440
O  -2.2824  -4.0002  -3.0802  -0.379
O  0.0924  -4.6265  -2.9352  -0.334
N  -0.7653  -2.3972  -2.0095  -0.370
S  0.1823  -2.0426  -0.7633  0.498
O  1.0529  -3.1189  -0.3662  -0.369
O  -0.5638  -1.3819  0.2756  -0.378
H  -2.6395  -7.0287  -1.0053  0.058
H  -3.6955  -5.7739  -0.3107  0.060
H  -3.2344  -5.7014  -2.0431  0.040
H  0.9787  -1.0809  -1.2728  0.056
C  -1.0153  1.8075  7.9926  -0.126
O  -1.4969  1.2106  6.8159  -0.190
C  -1.8580  2.1468  5.8143  -0.207
C  -1.6057  1.6164  4.4203  -0.188
O  -0.2435  1.5908  4.0396  -0.126
C  0.5638  0.5183  4.5082  -0.184
C  0.2951  -0.8117  3.8416  -0.205
O  -0.8803  -1.4119  4.3555  -0.202
C  -1.5031  -2.2571  3.3987  -0.100
H  -1.8025  2.3672  8.5145  0.084
H  -0.6623  1.0085  8.6429  0.085
H  -0.1781  2.4843  7.7825  0.086
H  -1.2988  3.0810  5.9465  0.121
H  -2.9305  2.3687  5.9108  0.124
H  -2.0733  2.3231  3.7293  0.127
H  -2.0825  0.6452  4.2761  0.125
H  0.5093  0.4252  5.5959  0.118
H  1.5832  0.8128  4.2473  0.123
H  1.1511  -1.4746  4.0357  0.129
H  0.2134  -0.6689  2.7583  0.118
H  -1.6848  -1.7304  2.4591  0.070
H  -2.4558  -2.5822  3.8155  0.084
H  -0.8873  -3.1360  3.1878  0.092
C  1.4795  3.1954  -1.4331  -0.108
O  1.0313  2.7339  -2.6883  -0.196
C  0.5625  3.7699  -3.5278  -0.208
C  0.8724  3.4544  -4.9729  -0.184
O  2.2417  3.5924  -5.3295  -0.128
C  3.1544  2.6101  -4.8552  -0.184
C  2.9947  1.2434  -5.4810  -0.213
O  1.8743  0.5824  -4.9318  -0.198
C  1.2596  -0.3141  -5.8320  -0.102
H  0.6483  3.5742  -0.8280  0.090
H  1.9377  2.3548  -0.9159  0.090
H  2.2293  3.9861  -1.5605  0.085
H  1.0215  4.7285  -3.2570  0.123
H  -0.5269  3.8621  -3.4157  0.128
H  0.3468  4.1863  -5.5918  0.125
H  0.4935  2.4646  -5.2311  0.120
H  3.1189  2.5287  -3.7679  0.119
H  4.1403  2.9917  -5.1320  0.124
H  3.9013  0.6544  -5.2813  0.128
H  2.8868  1.3538  -6.5675  0.124
H  1.0156  0.1985  -6.7711  0.084
H  0.3406  -0.6687  -5.3705  0.093
H  1.9053  -1.1734  -6.0430  0.090

Force components x, y, z for each atom (eV/Å):
-0.044 -0.180 0.093
0.422 -0.271 0.392
-0.121 -0.036 -0.023
-0.186 0.108 -0.019
-0.074 0.561 -0.747
0.133 0.086 -0.015
0.008 0.015 0.086
0.060 -0.517 0.534
-0.037 0.136 0.294
0.024 -0.165 -0.075
0.032 0.264 -0.086
0.062 -0.102 -0.038
-0.100 0.103 0.008
-0.039 0.092 -0.053
-0.123 -0.013 -0.324
-0.087 -0.043 -0.010
0.241 -0.017 -0.112
-0.109 -0.044 0.086
-0.052 -0.042 -0.135
0.038 0.127 0.090
0.073 -0.053 -0.001
-0.025 -0.091 0.046
-0.119 0.237 -0.067
-0.033 -0.093 -0.003
0.032 0.037 0.008
-0.033 -0.004 0.010
-0.020 0.021 0.013
0.034 -0.009 0.000
0.014 0.106 -0.026
-0.034 -0.024 -0.009
0.060 -0.058 0.123
-0.117 -0.049 0.010
-0.003 0.008 0.010
0.046 0.025 -0.088
-0.006 -0.009 0.002
0.062 -0.062 -0.023
0.041 -0.008 0.084
-0.010 -0.002 -0.089
-0.118 -0.069 -0.076
0.201 0.128 0.047
-0.045 -0.192 0.027
-0.063 0.029 -0.139
0.000 0.000 0.020
0.109 0.081 0.027
-0.074 -0.074 0.133
-0.095 0.090 -0.136
0.057 -0.003 0.101
0.048 0.041 0.039
-0.058 -0.030 0.003
-0.017 0.029 0.074
0.035 0.002 -0.007
0.006 0.105 -0.006
0.026 0.005 -0.001
0.029 -0.049 0.097
-0.071 -0.073 0.004
-0.019 0.015 -0.019
0.036 0.025 -0.085
-0.009 0.014 -0.012
-0.003 -0.076 -0.038
0.036 -0.030 0.057
-0.020 -0.005 -0.057

Properties
HOMO	-6.30	eV
LUMO	0.0964	Eh
total charge	-1
orbital gap	8.92	eV